C25H57Br3 as an isolated structure. Source: the Open Molecules 2025 dataset; level of theory: ωB97M-V/def2-TZVPD.

HOMO-LUMO gap   10.302 eV
Relative energy (zero: lowest compared OMol25 entry of this formula, charge and spin)   0.0 kJ/mol

The geometry in XYZ format:
```
85
Properties=species:S:1:pos:R:3:mulliken_charge:R:1
C 2.674 0.174 1.522 0.39
Br 4.207 -0.499 2.480 -0.02
Br 1.339 0.779 2.820 -0.05
Br 1.917 -1.246 0.440 0.08
H 2.886 0.991 0.845 -0.41
C -1.951 -3.372 1.883 -0.69
C -2.313 -4.357 0.783 -0.65
C -1.458 -4.136 -0.477 -0.25
C 0.004 -4.689 -0.284 -0.49
C 0.832 -4.341 -1.547 -0.39
C 2.246 -4.947 -1.622 -1.30
H -2.253 -2.354 1.616 -0.10
H -0.880 -3.279 1.967 0.28
H -2.417 -3.491 2.874 0.37
H -2.300 -5.391 1.145 0.36
H -3.354 -4.181 0.521 0.39
H -1.471 -3.047 -0.676 -0.09
H -1.900 -4.712 -1.269 0.40
H 0.493 -4.206 0.578 0.19
H -0.106 -5.755 -0.093 0.42
H 0.328 -4.762 -2.419 0.39
H 0.776 -3.257 -1.713 0.21
H 2.916 -4.621 -0.824 0.27
H 2.127 -6.024 -1.518 0.37
H 2.634 -4.700 -2.605 0.36
C -5.660 0.129 1.884 -1.09
C -4.924 1.353 2.432 -0.05
C -4.526 1.160 3.882 -0.66
C -3.614 -0.065 4.149 0.14
C -2.835 0.171 5.405 -0.71
C -1.685 1.128 5.190 -0.95
H -4.950 -0.710 1.922 0.11
H -6.012 0.209 0.863 0.39
H -6.522 -0.048 2.527 0.38
H -4.020 1.502 1.834 -0.14
H -5.497 2.276 2.292 0.38
H -5.420 1.121 4.506 0.32
H -3.939 2.047 4.192 0.26
H -4.129 -1.034 4.133 0.42
H -2.887 -0.102 3.332 -0.16
H -3.436 0.593 6.214 0.30
H -2.506 -0.805 5.815 0.33
H -2.089 2.069 4.834 0.35
H -1.084 1.316 6.095 0.41
H -0.918 0.798 4.512 -0.03
C 4.693 -1.146 -5.046 -1.31
C 4.232 -0.544 -3.715 -0.16
C 4.659 0.891 -3.498 -0.94
C 4.245 1.479 -2.168 0.14
C 4.500 2.968 -2.097 -0.56
C 4.102 3.467 -0.722 -0.81
H 4.071 -0.734 -5.838 0.33
H 4.699 -2.222 -4.960 0.36
H 5.730 -0.855 -5.183 0.33
H 3.149 -0.683 -3.607 0.26
H 4.643 -1.145 -2.898 0.29
H 4.306 1.562 -4.295 0.32
H 5.764 0.905 -3.577 0.30
H 3.183 1.278 -2.039 -0.12
H 4.788 0.962 -1.355 0.26
H 5.544 3.171 -2.377 0.43
H 3.904 3.457 -2.884 0.30
H 4.528 2.826 0.059 0.37
H 4.320 4.510 -0.542 0.36
H 3.018 3.355 -0.617 -0.12
C 0.651 4.864 -2.309 -1.08
C -0.481 4.006 -1.743 -0.38
C -0.030 2.980 -0.726 0.39
C -1.120 2.041 -0.232 -0.51
C -1.374 0.825 -1.191 -0.33
C -2.487 -0.021 -0.542 -0.95
H 1.038 5.528 -1.534 0.31
H 0.335 5.432 -3.180 0.42
H 1.515 4.234 -2.598 0.08
H -1.310 4.628 -1.396 0.35
H -0.891 3.421 -2.574 0.26
H 0.404 3.498 0.141 0.47
H 0.880 2.479 -1.076 -0.66
H -0.944 1.591 0.751 0.08
H -2.045 2.625 -0.172 0.20
H -1.728 1.177 -2.166 0.38
H -0.438 0.278 -1.353 0.19
H -2.219 -0.342 0.475 -0.11
H -3.452 0.504 -0.565 0.39
H -2.707 -0.936 -1.090 0.45
```

***

A 9-piece molecular cluster, C25H57ClN7O18 overall. Source: the Open Molecules 2025 dataset; level of theory: ωB97M-V/def2-TZVPD.

Total charge   -1
HOMO-LUMO gap   6.844 eV
Relative energy (zero: lowest compared OMol25 entry of this formula, charge and spin)   386.3 kJ/mol

The geometry in XYZ format:
```
108
Properties=species:S:1:pos:R:3:mulliken_charge:R:1
Cl -0.191 -0.929 -2.157 1.41
O -1.085 -0.351 -3.109 -0.45
O -0.290 -2.357 -1.827 -0.78
O 1.140 -0.669 -2.634 -0.70
O -0.340 -0.306 -0.840 -0.45
C -3.687 -1.798 -1.516 -0.42
N -5.148 -1.772 -1.483 1.08
O -5.659 -1.208 -2.430 -0.58
O -5.698 -2.457 -0.680 -0.64
H -3.355 -2.070 -0.515 0.17
H -3.268 -0.915 -1.999 0.03
H -3.370 -2.642 -2.128 0.33
C -2.036 -1.761 -6.117 -0.79
N -3.068 -0.907 -5.630 1.03
O -3.137 0.196 -6.112 -0.55
O -3.974 -1.365 -4.901 -0.53
H -1.834 -1.739 -7.188 0.31
H -2.264 -2.808 -5.918 0.30
H -1.144 -1.499 -5.547 0.25
C 3.308 2.429 -3.433 -0.73
N 3.007 2.603 -4.880 0.99
O 3.010 1.620 -5.590 -0.59
O 2.643 3.674 -5.282 -0.55
H 3.149 1.362 -3.277 0.29
H 2.666 3.077 -2.837 0.14
H 4.361 2.641 -3.247 0.33
C -2.126 4.708 0.118 -1.28
C -2.476 3.704 -1.016 0.34
C -1.296 3.279 -1.977 0.15
O -1.114 4.280 -2.951 -0.46
C -0.480 3.988 -4.145 -0.30
N -3.022 2.400 -0.480 -0.51
H -1.691 5.655 -0.205 0.39
H -1.438 4.297 0.856 0.15
H -3.039 4.942 0.664 0.38
H -3.259 4.171 -1.615 0.28
H -1.694 2.406 -2.495 0.02
H -0.435 2.929 -1.406 0.06
H 0.494 3.529 -3.974 -0.09
H -0.419 4.851 -4.808 0.27
H -1.085 3.221 -4.629 0.31
H -2.715 1.534 -0.899 0.22
H -2.687 2.348 0.471 0.22
C -0.318 -4.729 1.825 -1.53
C 0.991 -4.199 1.294 0.50
C 1.486 -5.001 0.061 -0.78
O 2.864 -4.812 -0.252 -0.44
C 3.467 -3.601 -0.662 -0.59
N 0.929 -2.818 0.929 1.25
H -1.161 -4.623 1.142 0.27
H -0.401 -4.160 2.751 0.32
H -0.331 -5.762 2.172 0.46
H 1.664 -4.115 2.148 0.25
H 0.788 -4.905 -0.770 0.28
H 1.493 -6.067 0.285 0.37
H 2.929 -3.144 -1.492 0.47
H 4.535 -3.665 -0.871 0.37
H 3.319 -2.744 -0.006 0.08
H 1.747 -2.577 0.388 -1.02
H 0.211 -2.642 0.241 -0.21
C 2.202 4.791 0.791 -1.56
C 3.276 3.670 0.732 0.43
C 2.739 2.334 0.135 1.05
O 3.694 1.354 0.381 -0.54
C 3.312 0.071 -0.255 0.69
N 4.450 4.322 0.241 -0.72
H 1.769 5.033 -0.179 0.30
H 2.502 5.648 1.395 0.39
H 1.274 4.645 1.344 0.33
H 3.321 3.483 1.805 0.15
H 2.427 2.469 -0.900 -0.65
H 1.803 2.179 0.671 0.03
H 4.202 -0.555 -0.316 0.30
H 3.026 0.353 -1.269 -0.38
H 2.505 -0.435 0.274 -0.29
H 4.935 4.822 0.972 0.27
H 4.901 3.453 -0.006 0.36
C 0.623 0.048 4.667 -1.60
C 1.395 -0.008 3.333 0.44
C 2.325 -1.216 3.292 -0.48
O 3.528 -0.929 3.966 -0.46
C 3.951 -2.111 4.650 -0.76
N 0.331 -0.148 2.305 0.05
H 0.062 -0.881 4.774 0.29
H -0.050 0.900 4.580 0.36
H 1.265 0.122 5.545 0.38
H 1.930 0.917 3.120 0.29
H 2.652 -1.562 2.312 0.29
H 1.728 -1.999 3.760 0.53
H 4.199 -2.851 3.890 0.26
H 3.084 -2.379 5.255 0.33
H 4.768 -1.787 5.295 0.31
H 0.190 -1.143 2.402 -0.42
H 0.763 -0.201 1.393 -0.05
C -5.288 -0.613 3.247 -0.90
C -4.846 -1.879 3.515 0.41
C -3.456 -2.402 3.194 0.37
O -3.006 -3.558 3.290 -0.67
C -2.676 -1.373 2.470 0.06
C -3.083 -0.103 2.294 0.32
C -4.517 0.435 2.590 0.50
O -4.942 1.613 2.446 -0.58
O -2.320 0.931 1.832 -0.48
O -5.633 -2.884 4.064 -0.57
H -6.355 -0.495 3.367 0.37
H -1.684 -1.688 2.182 0.40
H -1.396 0.674 1.784 0.39
H -5.346 -3.793 3.953 0.34
```

***

A 9-piece molecular cluster, C25H57N8O11 overall. Source: the Open Molecules 2025 dataset; level of theory: ωB97M-V/def2-TZVPD.

Total charge   -2
Multiplicity   2
HOMO-LUMO gap (alpha / beta)   1.370 / 6.522 eV
Relative energy (zero: lowest compared OMol25 entry of this formula, charge and spin)   0.0 kJ/mol

The geometry in XYZ format:
```
101
Properties=species:S:1:pos:R:3:mulliken_charge:R:1
O -0.339 -1.027 -0.708 0.95
C 0.309 -0.450 0.337 0.63
O 1.006 0.543 0.155 -0.47
O 0.206 -0.899 1.476 -0.91
H -0.238 -0.219 -1.216 -0.77
C 3.621 4.936 1.066 -1.57
C 2.930 3.562 0.947 0.79
O 2.544 3.008 1.956 -0.55
N 2.885 3.011 -0.218 0.93
C 3.297 3.617 -1.428 -1.88
H 3.938 5.304 2.041 0.34
H 2.835 5.615 0.734 0.39
H 4.430 5.032 0.342 0.33
H 2.560 2.064 -0.353 -0.17
H 4.369 3.767 -1.551 0.60
H 2.896 4.631 -1.439 0.37
H 3.015 3.040 -2.309 0.13
C -2.042 -2.969 -3.433 -0.71
C -0.809 -3.840 -3.365 0.65
O -0.134 -4.130 -4.333 -0.63
N -0.555 -4.174 -2.125 -0.08
C 0.682 -4.802 -1.726 -0.88
H -2.889 -3.540 -3.814 0.37
H -1.889 -2.091 -4.061 0.18
H -2.098 -2.405 -2.502 0.13
H -1.023 -3.607 -1.432 0.11
H 0.569 -5.353 -0.792 0.29
H 1.381 -3.988 -1.537 0.14
H 1.148 -5.432 -2.483 0.39
C 5.483 -0.803 1.339 -1.65
C 3.925 -0.746 1.437 0.97
O 3.330 0.093 2.149 -0.50
N 3.173 -1.706 0.859 0.60
C 3.712 -2.809 -0.050 -1.15
H 5.770 0.216 1.600 0.37
H 5.796 -0.995 0.313 0.42
H 6.056 -1.545 1.895 0.31
H 2.185 -1.495 0.829 -0.47
H 3.590 -2.684 -1.126 0.33
H 3.274 -3.797 0.093 0.25
H 4.798 -2.899 -0.043 0.40
C -0.239 4.049 -0.009 -0.66
C -0.441 4.475 1.402 0.11
O -0.144 3.712 2.315 -0.53
N -0.837 5.741 1.579 -0.11
C -0.791 6.432 2.881 -1.01
H -0.153 2.962 -0.031 -0.37
H 0.578 4.604 -0.469 0.47
H -1.121 4.372 -0.561 0.82
H -1.205 6.320 0.838 0.24
H -0.162 6.003 3.661 0.29
H -1.822 6.377 3.231 0.32
H -0.494 7.480 2.849 0.34
C 1.183 -0.407 -3.895 -0.81
C 0.275 0.744 -3.776 -2.50
O -0.778 0.489 -3.204 0.42
N 0.728 1.941 -4.107 2.19
C 0.124 3.218 -4.058 -3.20
H 1.586 -0.503 -2.886 -0.34
H 1.949 -0.325 -4.666 1.03
H 0.617 -1.279 -4.220 0.04
H 1.670 1.901 -4.468 0.09
H -0.944 3.229 -3.843 -0.13
H 0.276 3.858 -4.927 1.61
H 0.465 3.914 -3.291 0.48
C -4.345 1.800 1.576 -1.56
C -3.006 1.557 0.983 0.90
O -2.037 1.645 1.660 -0.48
N -2.848 1.076 -0.261 0.99
C -3.820 0.906 -1.353 -0.95
H -5.159 1.234 1.124 0.29
H -4.453 2.865 1.369 0.34
H -4.379 1.612 2.649 0.32
H -1.899 0.877 -0.541 -0.44
H -4.705 1.502 -1.128 0.47
H -4.059 -0.157 -1.356 0.14
H -3.324 1.141 -2.295 0.12
C 2.414 -3.424 5.155 -1.31
C 1.710 -2.529 4.131 0.77
O 1.583 -1.348 4.408 -0.58
N 1.128 -3.076 3.048 0.24
C 1.186 -4.493 2.590 -0.80
H 3.462 -3.543 4.880 0.23
H 1.942 -4.406 5.193 0.37
H 2.356 -2.920 6.120 0.35
H 0.630 -2.495 2.389 0.27
H 2.213 -4.858 2.629 0.38
H 0.864 -4.583 1.553 -0.12
H 0.424 -5.048 3.138 0.39
C -6.859 -3.271 0.041 -1.27
C -5.645 -2.342 0.288 0.68
O -5.685 -1.130 0.221 -0.53
N -4.464 -2.941 0.596 -0.12
C -3.118 -2.301 0.639 -0.29
H -7.766 -2.795 0.415 0.32
H -6.645 -4.183 0.598 0.37
H -6.960 -3.633 -0.982 0.28
H -4.512 -3.949 0.551 0.24
H -2.169 -2.832 0.714 0.22
H -3.030 -1.721 1.558 0.32
H -3.044 -1.577 -0.173 -0.31
```

***

C25H58Br3O18P3 as an isolated structure. Source: the Open Molecules 2025 dataset; level of theory: ωB97M-V/def2-TZVPD.

HOMO-LUMO gap   9.952 eV

The geometry in XYZ format:
```
107
Properties=species:S:1:pos:R:3:mulliken_charge:R:1
C -20.939 -4.792 11.993 -0.50
C -22.024 -4.565 11.047 0.28
O -21.480 -3.747 9.998 -0.31
P -22.302 -3.528 8.685 0.81
O -21.368 -3.384 7.515 -0.78
O -23.375 -4.654 8.703 0.07
C -24.485 -4.595 7.751 -0.43
C -24.044 -4.936 6.361 -0.86
O -23.300 -2.305 8.808 -0.46
C -22.768 -0.949 8.661 -0.38
C -22.692 -0.620 7.179 -1.00
H -20.061 -5.145 11.454 -0.07
H -20.660 -3.908 12.597 0.22
H -21.333 -5.529 12.781 0.15
H -22.335 -5.453 10.613 0.06
H -22.850 -3.915 11.434 0.20
H -25.169 -5.322 8.193 0.35
H -25.013 -3.595 7.744 0.26
H -23.192 -4.286 6.127 0.23
H -23.918 -5.994 6.154 0.24
H -24.931 -4.605 5.744 0.34
H -23.429 -0.313 9.287 0.33
H -21.844 -0.856 9.183 0.31
H -22.305 0.424 7.089 0.39
H -21.964 -1.264 6.698 0.25
H -23.688 -0.723 6.745 0.26
C -16.403 -12.748 11.229 -1.37
C -16.839 -11.318 10.699 0.20
O -16.700 -11.414 9.262 0.10
P -17.829 -10.789 8.357 0.01
O -19.100 -10.961 8.967 -0.90
O -17.562 -9.297 8.049 0.60
C -16.626 -8.847 7.023 -0.15
C -15.111 -9.157 7.355 -0.99
O -17.572 -11.532 7.021 -0.21
C -17.731 -13.036 6.951 -0.20
C -17.087 -13.376 5.576 -1.20
H -17.026 -13.547 10.821 0.34
H -15.420 -12.857 10.792 0.24
H -16.313 -12.879 12.291 0.40
H -17.828 -10.995 10.948 0.53
H -16.193 -10.507 11.116 -0.27
H -16.922 -9.151 6.036 0.43
H -16.713 -7.713 7.035 0.02
H -14.873 -8.594 8.278 0.30
H -14.896 -10.169 7.544 0.11
H -14.444 -8.865 6.462 0.40
H -17.154 -13.530 7.703 0.20
H -18.756 -13.332 6.972 0.34
H -17.696 -12.844 4.892 0.30
H -16.071 -12.989 5.618 0.30
H -16.902 -14.445 5.319 0.37
C -23.015 -1.973 13.835 -1.02
C -23.532 -3.107 14.722 -0.41
O -23.918 -4.253 13.875 -0.23
P -23.485 -5.730 14.212 0.76
O -22.090 -5.811 14.731 -0.77
O -24.543 -6.137 15.312 -0.21
C -24.299 -6.902 16.495 -0.23
C -25.228 -6.458 17.512 -1.18
O -23.915 -6.444 12.877 -0.05
C -23.992 -7.868 12.689 -0.02
C -24.833 -8.141 11.489 -1.08
H -23.787 -1.550 13.130 0.25
H -22.802 -1.217 14.611 0.43
H -22.080 -2.203 13.315 0.17
H -22.764 -3.412 15.454 0.36
H -24.446 -2.835 15.351 0.30
H -24.343 -7.939 16.245 0.34
H -23.214 -6.806 16.769 0.32
H -26.271 -6.631 17.274 0.28
H -25.003 -6.938 18.456 0.41
H -25.014 -5.386 17.710 0.27
H -23.036 -8.271 12.489 0.29
H -24.277 -8.445 13.607 0.23
H -24.678 -7.317 10.741 0.10
H -24.504 -9.091 11.026 0.31
H -25.880 -8.161 11.659 0.39
C -21.678 -9.587 7.872 0.89
Br -23.037 -10.902 7.609 -0.08
Br -22.160 -8.263 9.233 0.07
Br -20.942 -8.730 6.254 -0.11
H -20.841 -10.046 8.274 -0.74
C -18.059 -4.784 7.112 -0.65
O -17.210 -5.422 8.131 -0.40
C -17.913 -6.118 9.007 0.68
O -19.073 -6.072 9.170 -0.31
O -17.032 -6.865 9.688 -0.30
C -17.560 -7.579 10.788 -0.34
H -17.518 -4.739 6.213 0.37
H -18.459 -3.842 7.539 0.30
H -18.950 -5.514 6.932 0.21
H -18.574 -8.004 10.664 0.20
H -17.668 -6.929 11.649 0.45
H -16.819 -8.371 10.941 -0.17
C -12.258 -11.687 9.361 -0.39
O -12.614 -11.743 10.736 -0.35
C -13.061 -10.644 11.314 1.02
O -13.176 -9.590 10.702 -0.62
O -13.291 -10.810 12.607 -0.35
C -13.578 -9.667 13.387 -0.72
H -13.061 -11.346 8.694 0.03
H -12.025 -12.736 9.186 0.27
H -11.445 -10.962 9.128 0.29
H -14.654 -9.457 13.334 0.26
H -13.014 -8.863 13.008 0.38
H -13.288 -9.952 14.380 0.24
```

***

C25H58N2NdO2Si3 as an isolated structure. Source: the Open Molecules 2025 dataset; level of theory: ωB97M-V/def2-TZVPD.

Total charge   +1
Multiplicity   4
HOMO-LUMO gap (alpha / beta)   7.476 / 7.577 eV

The geometry in XYZ format:
```
91
Properties=species:S:1:pos:R:3:mulliken_charge:R:1
O 1.151 1.403 0.014 0.32
O 3.989 -1.524 2.089 -0.08
C 2.168 1.344 -1.065 -0.11
C 2.319 2.670 -1.770 -1.08
H 1.791 0.559 -1.719 0.36
H 3.079 0.982 -0.603 0.21
H 1.408 2.931 -2.316 0.02
H 3.108 2.616 -2.516 0.50
H 2.572 3.468 -1.072 0.26
C 1.242 2.554 0.941 -0.08
C 2.606 2.693 1.605 -1.40
H 0.437 2.388 1.681 0.55
H 1.013 3.460 0.368 -0.02
H 2.946 1.762 2.037 0.21
H 2.518 3.407 2.417 0.48
H 3.372 3.077 0.948 0.34
C 3.843 -2.100 3.399 -0.38
C 5.351 -1.230 1.735 -0.25
C 3.522 -1.065 4.465 -1.27
H 4.751 -2.653 3.705 0.41
H 3.012 -2.803 3.288 0.35
H 4.344 -0.358 4.622 0.29
H 3.358 -1.552 5.430 0.41
H 2.613 -0.516 4.198 0.20
C 6.097 -0.382 2.749 -1.42
H 5.294 -0.715 0.772 0.32
H 5.883 -2.184 1.584 0.30
H 5.550 0.534 2.999 0.26
H 7.070 -0.090 2.342 0.42
H 6.299 -0.943 3.670 0.37
H 2.391 -1.528 0.701 -0.09
Nd -1.091 0.591 -0.033 0.90
C 1.667 -2.364 0.545 -0.28
Si 2.558 -3.864 -0.176 0.49
H 1.222 -2.566 1.515 0.43
H 0.862 -2.048 -0.143 -0.03
C 3.844 -3.427 -1.484 -1.02
C 1.352 -5.072 -0.973 -1.04
C 3.412 -5.088 0.990 -1.15
C -0.924 0.386 -2.403 -0.69
Si -2.435 -0.192 -3.352 0.15
H -0.106 -0.292 -2.682 0.41
H -0.558 1.371 -2.755 0.02
C -2.251 -2.052 -3.643 -1.13
C -2.589 0.550 -5.082 -1.14
C -4.061 0.121 -2.450 -0.79
H 3.848 -5.860 0.340 0.37
H 2.678 -5.571 1.648 0.32
H 4.217 -4.643 1.582 0.27
H 3.354 -3.025 -2.382 0.32
H 4.359 -4.355 -1.750 0.32
H 4.590 -2.713 -1.115 0.31
H 0.589 -4.566 -1.569 0.25
H 0.871 -5.682 -0.195 0.31
H 1.933 -5.740 -1.625 0.27
H -1.608 0.633 -5.569 0.34
H -3.052 1.542 -5.069 0.31
H -3.215 -0.093 -5.712 0.32
H -4.170 1.172 -2.153 0.32
H -4.167 -0.511 -1.562 0.00
H -4.898 -0.122 -3.122 0.46
H -3.032 -2.427 -4.319 0.36
H -2.319 -2.608 -2.700 0.27
H -1.277 -2.262 -4.101 0.31
C -0.989 4.374 -1.928 -0.87
C -2.187 4.027 -1.090 0.32
C -3.267 4.898 -0.993 -0.60
C -4.383 4.589 -0.220 -0.89
C -4.379 3.392 0.474 -0.46
C -3.296 2.489 0.307 0.56
N -2.178 2.836 -0.426 0.27
N -3.240 1.216 0.800 0.15
Si -4.493 0.287 1.599 -0.14
C -4.943 0.992 3.275 -1.02
C -6.122 0.325 0.648 -0.95
C -3.830 -1.462 1.746 -1.03
H -0.085 4.481 -1.309 0.07
H -0.806 3.614 -2.707 0.08
H -1.160 5.337 -2.432 0.44
H -3.250 5.842 -1.532 0.41
H -5.229 5.273 -0.150 0.44
H -5.215 3.123 1.121 0.32
H -5.255 2.040 3.172 0.31
H -5.776 0.424 3.716 0.34
H -4.088 0.943 3.960 0.29
H -6.063 -0.159 -0.333 0.31
H -6.892 -0.194 1.243 0.43
H -6.456 1.360 0.501 0.33
H -3.616 -1.898 0.755 0.26
H -2.916 -1.485 2.365 0.27
H -4.587 -2.093 2.238 0.36
```

***

| no. | maximum force (eV/A) | molar mass (g mol⁻¹) |
| --- | --- | --- |
| 1 | 1.9 | 597.4 |
| 2 | 4.7 | 779.2 |
| 3 | 4.9 | 645.8 |
| 4 | 3.8 | 979.4 |
| 5 | 1.4 | 647.2 |